C4H10N2P | ωB97M-V/def2-TZVPD

Charge: +1
E_HOMO, eV: -13.75
E, eV: -16571.285
Energy relative to the best compared isomer or geometry (same formula, charge and spin), kJ/mol: 55.5
Strongest force on any atom, eV/Å: 4.23
HOMO-LUMO gap, eV: 10.28
SMILES: P[C@@H]1CCNC=[NH+]1

Cartesian coordinates (Å):
C -1.0582 -1.1328 0.6816
C 0.0594 1.0827 -0.5736
C -1.1993 0.4246 -1.1330
C 0.9152 -0.0372 -0.1137
N -1.8204 -0.4906 -0.1643
N 0.2224 -0.9983 0.7101
P 2.4748 0.8493 0.7912
H -1.4248 -1.7909 1.4035
H 0.4566 1.6404 -1.4607
H -0.0605 1.6980 0.4197
H -1.9297 1.1032 -1.5935
H -0.9781 -0.1839 -2.1411
H 1.2570 -0.5235 -1.1101
H -2.7668 -0.2193 -0.0848
H 0.7342 -1.7458 1.1530
H 3.1986 -0.3306 0.9719
H 1.9195 0.6545 2.2439

And the Mulliken charges, in e, turn out to be: C -0.122; C -0.525; C -0.786; C -0.327; N -0.091; N -0.062; P -0.025; H 0.446; H 0.321; H 0.351; H 0.422; H 0.291; H 0.355; H 0.285; H 0.298; H 0.079; H 0.089



C5H3F14FeN2O18S6 | ωB97M-V/def2-TZVPD

Charge: -2
E_HOMO (spin up / spin down), eV: -4.21 / -4.13
2S+1: 6
E, eV: -182510.671
Energy relative to the best compared isomer or geometry (same formula, charge and spin), kJ/mol: 0.0
Strongest force on any atom, eV/Å: 7.81
HOMO-LUMO gap (spin up / spin down), eV: 7.41 / 6.48

Cartesian coordinates (Å):
Fe 14.9280 24.7111 -27.5022
C 11.0756 22.3689 -27.9251
F 11.1900 22.4088 -29.2576
F 9.8076 22.1382 -27.5603
F 11.8360 21.4000 -27.4603
S 11.6491 24.0301 -27.1707
O 10.8420 25.0466 -27.7896
O 11.4049 23.8004 -25.7617
O 13.0926 24.1607 -27.5053
C 15.4625 20.5567 -25.7070
F 16.7324 20.5581 -26.1706
F 14.6717 20.2381 -26.7280
F 15.3362 19.7002 -24.7215
S 15.0776 22.2643 -24.9808
O 15.1118 23.2472 -26.1020
O 13.7477 22.1472 -24.4053
O 16.0726 22.5745 -23.9746
C 13.9065 28.0949 -24.5553
F 13.5863 28.4949 -23.3225
F 12.8748 28.3250 -25.3638
F 15.0239 28.7344 -24.8873
S 14.2258 26.2113 -24.4836
O 15.4161 26.0015 -23.6930
O 13.0766 25.5763 -23.8744
O 14.3894 25.8369 -25.9274
C 19.5902 25.3981 -26.9820
F 19.8495 26.5864 -26.4211
F 19.3744 25.5597 -28.2770
F 20.6644 24.6377 -26.7631
S 18.0568 24.5535 -26.1540
O 18.2180 23.1270 -26.2441
O 18.1039 24.9868 -24.7680
O 16.8272 25.0224 -26.8718
N 15.5289 23.8856 -29.1431
S 16.4485 24.2390 -30.4044
O 15.8251 24.6250 -31.6400
O 17.7741 23.6408 -30.4381
F 16.8470 25.6879 -29.7732
S 14.8514 22.5214 -30.0205
O 15.8123 21.4877 -30.3083
O 13.7067 22.7649 -30.8556
F 14.1913 21.9028 -28.7190
C 15.0609 28.4412 -29.7365
N 14.8418 27.8054 -28.4212
O 14.7636 28.5241 -27.4588
O 14.8356 26.5855 -28.3704
H 16.1336 28.4151 -29.9143
H 14.7502 29.4775 -29.6407
H 14.4546 27.9211 -30.4725

And the Mulliken charges, in e, turn out to be: Fe 0.668; C 0.512; F -0.239; F -0.219; F -0.180; S 1.216; O -0.714; O -0.621; O -0.534; C 0.524; F -0.207; F -0.190; F -0.210; S 1.120; O -0.195; O -0.662; O -0.664; C 0.494; F -0.222; F -0.204; F -0.211; S 1.119; O -0.663; O -0.656; O 0.044; C 0.412; F -0.238; F -0.175; F -0.211; S 1.141; O -0.612; O -0.641; O -0.517; N 0.786; S 0.840; O -0.640; O -0.595; F -0.310; S 0.809; O -0.565; O -0.525; F -0.133; C -0.935; N 0.808; O -0.497; O -0.254; H 0.252; H 0.384; H 0.310



C11H36O7 | ωB97M-V/def2-TZVPD

E_HOMO, eV: -9.65
E, eV: -26321.914
Energy relative to the best compared isomer or geometry (same formula, charge and spin), kJ/mol: 0.0
Strongest force on any atom, eV/Å: 1.44
HOMO-LUMO gap, eV: 10.01
SMILES: CCO.CCO.CCO.CCO.CCO.CO.O

Cartesian coordinates (Å):
C 10.5276 -18.6062 -9.6540
O 11.8302 -18.5144 -9.1030
H 10.5521 -18.4159 -10.7218
H 10.0934 -19.5932 -9.4659
H 9.8952 -17.8621 -9.1558
H 11.7945 -18.7144 -8.1553
O 9.3407 -20.6162 -6.9854
H 8.8204 -19.7984 -7.1213
H 8.6914 -21.2782 -6.7009
C 12.7823 -22.3201 -6.4861
C 12.6261 -21.0896 -7.3613
O 12.0194 -20.0260 -6.6167
H 11.7817 -22.5418 -6.1022
H 13.3662 -22.0577 -5.6023
H 13.2481 -23.1545 -7.0057
H 12.0203 -21.2606 -8.2540
H 13.6109 -20.7350 -7.6713
H 11.0622 -20.2386 -6.5877
C 6.6934 -21.6579 -10.0356
C 7.3501 -20.7020 -11.0251
O 6.6488 -20.6926 -12.2752
H 7.1693 -21.5861 -9.0515
H 6.9078 -22.6881 -10.3322
H 5.6213 -21.5210 -9.9154
H 8.3705 -21.0448 -11.2112
H 7.3540 -19.6751 -10.6637
H 6.9861 -21.4170 -12.8078
C 9.3008 -22.9225 -4.2660
C 8.3703 -23.5138 -5.2907
O 7.4582 -22.5209 -5.8121
H 9.7308 -21.9852 -4.6236
H 10.1276 -23.5983 -4.0403
H 8.8114 -22.7020 -3.3159
H 7.7288 -24.2836 -4.8536
H 8.9135 -23.9815 -6.1117
H 6.6010 -22.6724 -5.4144
C 5.5674 -19.6093 -7.0654
C 6.2565 -18.3710 -7.6515
O 7.6002 -18.3848 -7.1668
H 4.5751 -19.7218 -7.5045
H 5.4824 -19.4483 -5.9910
H 6.1332 -20.5057 -7.3092
H 5.7145 -17.4905 -7.3098
H 6.2985 -18.5130 -8.7350
H 8.0158 -17.5255 -7.2922
C 7.4249 -19.8937 -3.5325
C 7.7338 -19.9017 -2.0355
O 6.8609 -19.0699 -1.3022
H 8.2335 -20.3654 -4.0839
H 7.2565 -18.8670 -3.8621
H 6.4964 -20.4260 -3.7668
H 8.7636 -19.5594 -1.9414
H 7.6625 -20.9422 -1.6949
H 5.9896 -19.4689 -1.2546

And the Mulliken charges, in e, turn out to be: C -0.326; O -0.562; H 0.351; H 0.058; H 0.166; H 0.345; O -0.545; H 0.386; H 0.126; C -0.844; C -0.154; O -0.603; H -0.004; H 0.282; H 0.377; H 0.208; H 0.394; H 0.438; C -0.559; C -0.140; O -0.567; H -0.074; H 0.377; H 0.285; H 0.269; H 0.119; H 0.314; C -0.719; C -0.450; O -0.501; H 0.050; H 0.366; H 0.201; H 0.494; H 0.248; H 0.287; C -0.693; C -0.208; O -0.507; H 0.403; H 0.241; H -0.107; H 0.369; H 0.168; H 0.206; C -0.428; C -0.563; O -0.540; H 0.017; H 0.348; H 0.276; H 0.339; H 0.282; H 0.303



C24H21Cl2CuN5O6 | ωB97M-V/def2-TZVPD

E_HOMO (spin up / spin down), eV: -7.97 / -7.97
2S+1: 2
E, eV: -114649.446
Energy relative to the best compared isomer or geometry (same formula, charge and spin), kJ/mol: 108.0
Strongest force on any atom, eV/Å: 1.15
HOMO-LUMO gap (spin up / spin down), eV: 6.99 / 6.33

Cartesian coordinates (Å):
Cu 0.7254 0.5964 1.5069
N 1.8296 0.5029 5.5803
C 0.8114 0.6003 4.7224
N 1.2932 0.4684 3.5097
C 2.6339 0.3053 3.6958
N 3.0127 0.3171 4.9437
C 3.5093 0.1576 2.5152
C 4.8777 -0.0160 2.5848
N 5.6179 -0.1282 1.4821
C 4.9838 -0.0652 0.3137
C 3.6102 0.1116 0.2354
N 2.8798 0.2228 1.3397
H 1.8088 0.5616 6.5816
H -0.2254 0.7744 4.9828
H 5.3815 -0.0636 3.5441
H 5.5835 -0.1599 -0.5837
H 3.0873 0.1604 -0.7123
C -0.4698 -1.5433 -3.3967
C 0.6157 -2.3455 -2.7086
C 1.8697 -2.4328 -3.3259
C 2.9036 -3.1740 -2.7931
Cl 4.4385 -3.2466 -3.6266
C 2.7277 -3.8639 -1.6066
C 1.5007 -3.7791 -0.9742
C 0.4505 -3.0357 -1.5078
O -0.6944 -3.0910 -0.7676
C -1.6075 -1.9960 -0.7930
C -0.9104 -0.7063 -0.4054
O -0.9720 0.2797 -1.1180
O -0.2206 -0.8164 0.7190
H -0.0821 -1.1374 -4.3300
H -0.8279 -0.7118 -2.7881
H -1.3292 -2.1715 -3.6434
H 2.0283 -1.9051 -4.2591
H 3.5365 -4.4470 -1.1814
H 1.3203 -4.2933 -0.0360
H -2.3541 -2.2305 -0.0398
H -2.0941 -1.8525 -1.7484
C -2.6241 2.8279 -2.6931
C -3.2962 2.0596 -1.5853
C -4.1387 0.9926 -1.8418
C -4.7037 0.2667 -0.8022
Cl -5.7674 -1.0766 -1.1645
C -4.4262 0.5882 0.5039
C -3.5834 1.6654 0.7814
C -3.0408 2.4002 -0.2578
O -2.2129 3.4785 -0.0835
C -1.7752 3.7509 1.2393
C -0.9104 2.6194 1.7599
O -1.1400 2.0882 2.8549
O 0.0227 2.2441 0.9331
H -2.9234 2.4420 -3.6692
H -1.5376 2.7456 -2.5965
H -2.8700 3.8910 -2.6424
H -4.3463 0.7090 -2.8671
H -4.8552 0.0070 1.3101
H -3.3392 1.8894 1.8113
H -2.6025 3.9076 1.9291
H -1.1799 4.6569 1.1691

And the Mulliken charges, in e, turn out to be: Cu -0.137; N 0.120; C -0.048; N -0.125; C 0.127; N -0.711; C 0.852; C -0.184; N -0.579; C -0.326; C -0.145; N -0.105; H 0.179; H 0.553; H 0.460; H 0.417; H 0.478; C -1.153; C 1.353; C -0.996; C 0.106; Cl -0.244; C -0.596; C -0.508; C 0.472; O -0.559; C -1.067; C 1.520; O -0.731; O -0.966; H 0.436; H 0.030; H 0.337; H 0.375; H 0.437; H 0.458; H 0.391; H 0.321; C -1.591; C 1.061; C -0.649; C 0.020; Cl -0.249; C -0.819; C -0.621; C 0.908; O -0.510; C -0.801; C 1.208; O -0.606; O -0.596; H 0.410; H 0.269; H 0.365; H 0.361; H 0.441; H 0.380; H 0.349; H 0.431



C5H10O2 | ωB97M-V/def2-TZVPD

E_HOMO, eV: -9.30
E, eV: -9438.831
Energy relative to the best compared isomer or geometry (same formula, charge and spin), kJ/mol: 406.4
Strongest force on any atom, eV/Å: 2.12
HOMO-LUMO gap, eV: 10.01

Cartesian coordinates (Å):
C 2.2540 -0.6635 -0.9242
C 0.8959 -1.2720 -0.5133
C 0.0516 -0.2337 0.3248
O 0.0077 0.9807 -0.3827
C -1.4881 -0.3710 0.4800
C -2.5534 1.3564 0.4581
O -1.9071 2.3725 0.3432
H 2.8391 -1.3419 -1.5625
H 2.0894 0.2631 -1.4781
H 2.8798 -0.4275 -0.0542
H 0.3485 -1.5354 -1.4259
H 1.0865 -2.2177 0.0271
H 0.5935 -0.1681 1.2984
H -0.6615 1.6400 0.0256
H -1.8383 -0.6619 1.4553
H -1.8836 -0.9403 -0.3608
H -3.6478 1.6422 0.6285

And the Mulliken charges, in e, turn out to be: C -1.138; C -0.558; C 0.463; O -0.587; C -1.013; C 0.050; O -0.454; H 0.362; H 0.284; H 0.289; H 0.339; H 0.304; H 0.228; H 0.363; H 0.379; H 0.355; H 0.334



C4H5NO | ωB97M-V/def2-TZVPD

E_HOMO, eV: -10.13
E, eV: -7764.000
Energy relative to the best compared isomer or geometry (same formula, charge and spin), kJ/mol: 243.7
Strongest force on any atom, eV/Å: 0.60
HOMO-LUMO gap, eV: 11.11
SMILES: [H]/N=C/OCC#C

Cartesian coordinates (Å):
N -2.1013 -0.6498 -0.0565
C -1.6952 0.4407 0.4407
O -0.4150 0.8313 0.3825
C 0.4464 -0.1198 -0.2452
C 1.8271 0.1335 0.1425
C 2.9475 0.1030 0.5752
H -3.0965 -0.7701 0.1040
H -2.2829 1.1927 0.9731
H 0.2832 -0.1102 -1.3273
H 0.1938 -1.1211 0.1132
H 3.9102 0.0034 1.0165

And the Mulliken charges, in e, turn out to be: N -0.601; C 0.129; O -0.310; C -0.391; C -0.501; C 0.086; H 0.228; H 0.359; H 0.288; H 0.300; H 0.412



C5H7ClN2 | ωB97M-V/def2-TZVPD

E_HOMO, eV: -9.00
E, eV: -20799.862
Energy relative to the best compared isomer or geometry (same formula, charge and spin), kJ/mol: 135.6
Strongest force on any atom, eV/Å: 4.08
HOMO-LUMO gap, eV: 9.75
SMILES: C=Cn1ccnc1.Cl

Cartesian coordinates (Å):
C 1.8588 0.5099 -0.3190
C 0.5782 0.6790 -0.7491
C 0.6642 0.0940 1.3458
C -2.4455 0.5400 -0.3029
C -1.4953 0.3094 0.6135
N 1.8934 0.1434 0.9971
N -0.1791 0.3657 0.3516
Cl 2.0648 -3.2187 -0.5325
H 2.7459 0.7861 -0.9260
H 0.0863 0.9679 -1.6794
H 0.3938 0.0875 2.3843
H -3.4141 0.5400 -0.0217
H -2.1873 0.8274 -1.3789
H 1.2323 -2.6934 -1.4168
H -1.7964 0.0618 1.6338

And the Mulliken charges, in e, turn out to be: C -0.636; C 0.037; C -0.061; C -0.972; C 0.452; N -0.563; N 0.137; Cl -0.262; H 0.327; H 0.282; H 0.330; H 0.326; H 0.155; H 0.245; H 0.203



C12H40BBrN14O9PS | ωB97M-V/def2-TZVPD

Charge: -1
E_HOMO, eV: -4.96
E, eV: -143236.215
Strongest force on any atom, eV/Å: 1.07
HOMO-LUMO gap, eV: 6.92

Cartesian coordinates (Å):
S 4.2146 -1.0288 3.4290
P 4.7854 0.1421 1.9478
C 4.4132 1.9494 2.1533
C 4.3040 2.5732 0.7373
O 3.0336 2.1736 0.2956
B 2.2631 1.7005 1.4960
C 0.7339 2.2322 1.5704
C -0.1138 1.2784 2.4335
C -0.4690 -0.0259 1.7423
Br -1.9941 0.1986 0.5354
O 3.1450 2.1405 2.6602
H 6.1497 0.0380 1.6352
H 4.1514 -0.2105 0.7587
H 5.2176 2.4293 2.7216
H 4.3305 3.6635 0.8766
H 5.0796 2.2438 0.0322
H 2.2081 0.4680 1.5515
H 0.3337 2.2478 0.5484
H 0.6479 3.2562 1.9553
H -1.0399 1.7694 2.7534
H 0.4495 1.0098 3.3324
H 0.3522 -0.4068 1.1422
H -0.7303 -0.7967 2.4634
C -6.2954 -1.2318 -0.5374
O -7.4753 -1.5650 -0.5485
N -5.6757 -0.7654 0.5770
N -5.5074 -1.3004 -1.6508
H -4.7093 -0.4949 0.5796
H -6.2145 -0.6963 1.4189
H -5.9316 -1.6253 -2.4984
H -4.5416 -1.0272 -1.6564
C 1.7590 -3.1117 1.2177
O 1.1722 -2.8181 2.2466
N 1.0831 -3.3887 0.0548
N 3.1176 -3.1441 1.0957
H 1.5320 -3.5771 -0.8252
H 0.0831 -3.3432 0.0923
H 3.7020 -2.7800 1.8401
H 3.5594 -3.4334 0.2439
C 5.6902 -1.0708 -2.0808
O 5.8677 -1.1940 -0.8839
N 5.3260 0.1197 -2.6450
N 5.8176 -2.1203 -2.9537
H 5.1407 0.2351 -3.6222
H 5.1551 0.8874 -2.0205
H 6.0605 -3.0110 -2.5638
H 5.6509 -2.0448 -3.9382
C -1.5346 3.1009 -2.6120
O -1.4426 1.9550 -3.0117
N -1.7909 3.4295 -1.3133
N -1.3994 4.1754 -3.4608
H -1.9008 4.3758 -1.0050
H -1.8559 2.6910 -0.6335
H -1.2002 3.9740 -4.4215
H -1.4517 5.1286 -3.1586
C 3.6633 1.4897 6.9419
O 4.4563 0.6385 7.3072
N 3.3108 1.7131 5.6528
N 3.0532 2.3273 7.8596
H 2.6689 2.4322 5.3805
H 3.6848 1.1334 4.9138
H 3.2865 2.1945 8.8241
H 2.3938 3.0360 7.6036
C 0.4719 -2.5575 -3.3588
O 1.2893 -3.3267 -2.8776
N 0.5395 -1.2127 -3.1563
N -0.5781 -2.9944 -4.1201
H -0.1337 -0.5620 -3.5133
H 1.2688 -0.8747 -2.5537
H -0.6548 -3.9824 -4.2696
H -1.2680 -2.3828 -4.5114
C -10.3838 -1.6438 -3.7521
O -10.8743 -1.9456 -4.8281
N -10.8419 -0.5880 -3.0092
N -9.3417 -2.3208 -3.1923
H -10.4437 -0.3257 -2.1270
H -11.6061 -0.0604 -3.3845
H -8.9741 -3.1012 -3.7016
H -8.9325 -2.0717 -2.3066

And the Mulliken charges, in e, turn out to be: S -0.557; P 0.435; C -0.159; C -0.784; O -0.388; B 1.248; C -0.543; C -0.640; C -0.100; Br -0.307; O -0.621; H 0.044; H -0.032; H 0.461; H 0.287; H 0.220; H -0.647; H 0.018; H 0.289; H 0.488; H 0.236; H -0.187; H 0.450; C 0.641; O -0.713; N -0.286; N -0.275; H 0.063; H 0.170; H 0.185; H 0.147; C 0.693; O -0.626; N -0.283; N -0.222; H 0.186; H 0.147; H 0.027; H 0.153; C 0.681; O -0.605; N -0.357; N -0.432; H 0.165; H 0.188; H 0.218; H 0.147; C 0.724; O -0.631; N -0.261; N -0.419; H 0.154; H 0.040; H 0.216; H 0.144; C 0.548; O -0.659; N -0.093; N -0.388; H 0.141; H -0.092; H 0.214; H 0.154; C 0.643; O -0.738; N -0.240; N -0.392; H 0.161; H 0.146; H 0.220; H 0.162; C 0.551; O -0.662; N -0.355; N -0.306; H 0.186; H 0.202; H 0.182; H 0.229